No. 1
Density functional theory data (ωB97M-V with the def2-TZVPD basis set) for CH8O4Si2 as an isolated structure.

For the HOMO energy, the calculation gives -0.402 hartree. For the HOMO-LUMO gap, the calculation gives 10.86 eV. The calculation puts the LUMO energy at -0.07 eV. As for the energy above the lowest of the compared OMol25 structures with the same formula, charge and spin: 160.36 kJ/mol.

The geometry in ORCA input format:
```
! wB97M-V def2-TZVPD RIJCOSX def2/J DEFGRID3
* xyz 0 1
C -0.99 0.77 -0.73
O 3.59 -1.46 -0.81
O 1.40 -0.52 -0.19
O 3.45 0.46 1.30
O -0.88 -1.99 -0.06
Si -0.20 -0.59 0.26
Si 2.94 -0.38 0.18
H -0.39 1.65 -0.92
H -1.24 0.47 -1.79
H -1.91 1.11 -0.21
H 4.43 -1.70 -0.46
H -5.01 2.44 1.26
H -0.70 -2.24 -0.91
H -0.24 -0.48 1.62
H -4.26 2.45 1.45
*
```

Charge distribution, Mulliken scheme, values in e: C -0.860; O -0.479; O 0.165; O -0.629; O -0.457; Si 0.421; Si 0.589; H 0.307; H 0.264; H 0.215; H 0.331; H 0.088; H 0.301; H -0.167; H -0.088


No. 2
Density functional theory data (ωB97M-V with the def2-TZVPD basis set) for C11H25ClIN2OP2Rh as an isolated structure.

As for the expectation value of S²: 6.014. For the HOMO energy (alpha / beta), the calculation gives -0.474 / -0.532 hartree. For the HOMO-LUMO gap (alpha / beta), the calculation gives 6.26 / 3.43 eV. The calculation puts the LUMO energy (alpha / beta) at -6.64 / -11.06 eV. As for the energy above the lowest of the compared OMol25 structures with the same formula, charge and spin: 8.26 kJ/mol.

The geometry in ORCA input format:
```
! wB97M-V def2-TZVPD RIJCOSX def2/J DEFGRID3
* xyz 2 5
C 3.22 -1.39 -6.41
C 3.33 -1.23 -4.92
H 4.21 -1.63 -6.82
H 2.83 -0.46 -6.84
H 2.51 -2.18 -6.64
O 4.29 -1.34 -4.24
I 1.34 -0.74 -4.01
Rh 0.05 0.06 0.65
P -0.47 -2.19 0.79
C 0.18 -3.13 2.23
C -2.27 -2.54 0.83
H -2.47 -3.61 0.82
H -0.23 -4.21 -0.58
H -2.73 -2.06 -0.03
H -0.29 -2.71 -1.55
H -0.19 -2.67 3.15
H -2.69 -2.10 1.74
C 0.11 -3.17 -0.65
H -0.13 -4.18 2.19
H 1.20 -3.15 -0.69
H 1.27 -3.07 2.24
P 0.40 2.32 0.26
C 1.41 3.25 1.47
C 1.23 2.67 -1.34
H -1.78 2.84 -0.61
H -0.93 4.34 -0.12
H -1.66 3.26 1.11
C -1.14 3.30 0.15
H 0.65 2.19 -2.13
H 1.30 3.75 -1.52
H 1.51 4.30 1.18
H 2.40 2.79 1.54
H 2.23 2.24 -1.33
H 0.94 3.18 2.46
Cl -1.21 0.07 -1.38
N -1.91 0.99 4.18
C -2.98 0.92 3.37
C -2.56 0.61 2.09
N -1.22 0.49 2.13
C -0.85 0.73 3.40
H -1.89 1.20 5.20
H -4.00 1.08 3.69
H -3.17 0.49 1.21
H 0.18 0.70 3.74
*
```

Charge distribution, Mulliken scheme, values in e: C -1.017; C 0.623; H 0.300; H 0.386; H 0.386; O -0.282; I 0.541; Rh -0.673; P 1.196; C -1.229; C -1.194; H 0.433; H 0.400; H 0.313; H 0.211; H 0.331; H 0.360; C -0.973; H 0.398; H 0.338; H 0.364; P 1.199; C -1.234; C -0.980; H 0.329; H 0.433; H 0.316; C -1.181; H 0.219; H 0.399; H 0.398; H 0.367; H 0.334; H 0.326; Cl -0.439; N -0.065; C -0.558; C -0.629; N 0.551; C -0.727; H 0.286; H 0.436; H 0.532; H 0.478


No. 3
Density functional theory data (ωB97M-V with the def2-TZVPD basis set) for a 7-piece molecular cluster, C38H48ClIN6O5PSSi overall.

For the HOMO energy, the calculation gives -0.154 hartree. For the HOMO-LUMO gap, the calculation gives 6.29 eV. The calculation puts the LUMO energy at 2.10 eV. As for the energy above the lowest of the compared OMol25 structures with the same formula, charge and spin: 83.17 kJ/mol.

The geometry in ORCA input format:
```
! wB97M-V def2-TZVPD RIJCOSX def2/J DEFGRID3
* xyz -1 1
C -0.39 0.98 2.97
Si -0.45 -0.16 1.45
C -2.12 -0.14 0.55
C -0.19 -1.93 2.11
P 1.32 0.36 0.14
C 3.09 0.37 -0.67
C 4.20 0.58 0.29
O 4.27 1.39 1.10
I 5.90 -0.82 0.09
O 1.20 2.11 0.25
C 0.46 2.66 -0.73
Cl -1.16 3.30 -0.16
C 0.34 1.64 -1.93
S 1.47 1.98 -3.36
C 2.71 3.19 -2.88
O 2.10 0.74 -3.67
O 0.76 2.46 -4.51
O 0.45 0.39 -1.39
H -0.89 0.57 3.85
H -0.75 1.99 2.75
H 0.67 1.05 3.25
H -2.81 -0.78 1.12
H -2.04 -0.63 -0.43
H -2.61 0.83 0.47
H -0.45 -2.65 1.34
H 0.88 -2.04 2.32
H -0.82 -2.09 2.98
H 1.37 -1.08 -0.08
H 2.03 0.34 1.41
H 3.21 -0.60 -1.15
H 3.23 1.10 -1.46
H 0.94 3.59 -1.04
H -0.67 1.67 -2.35
H 2.36 4.20 -3.04
H 2.92 3.07 -1.81
H 3.64 3.04 -3.42
N -3.91 -1.71 -2.48
C -4.91 -2.59 -2.61
C -4.75 -3.87 -3.11
C -3.48 -4.26 -3.51
C -2.43 -3.37 -3.39
C -2.70 -2.11 -2.87
H -5.88 -2.24 -2.28
H -5.59 -4.54 -3.19
H -3.31 -5.25 -3.91
H -1.43 -3.63 -3.69
H -1.91 -1.38 -2.75
N -7.90 1.90 -2.44
C -6.92 1.02 -2.20
C -6.12 0.47 -3.19
C -6.35 0.85 -4.50
C -7.36 1.76 -4.77
C -8.10 2.25 -3.71
H -6.78 0.75 -1.16
H -5.33 -0.24 -2.93
H -5.74 0.45 -5.30
H -7.56 2.08 -5.78
H -8.90 2.97 -3.87
N 3.53 -4.11 0.04
C 3.20 -4.61 -1.15
C 3.54 -5.89 -1.57
C 4.26 -6.69 -0.70
C 4.61 -6.19 0.54
C 4.22 -4.89 0.86
H 2.64 -3.95 -1.80
H 3.24 -6.25 -2.54
H 4.54 -7.70 -0.98
H 5.17 -6.78 1.25
H 4.47 -4.45 1.82
N 4.26 6.28 2.53
C 4.20 4.97 2.30
C 5.18 4.26 1.62
C 6.29 4.95 1.16
C 6.37 6.32 1.39
C 5.33 6.93 2.08
H 3.31 4.47 2.67
H 5.08 3.19 1.46
H 7.08 4.44 0.63
H 7.22 6.89 1.05
H 5.36 7.99 2.29
N -2.56 4.81 4.87
C -2.09 5.98 5.30
C -1.19 6.76 4.59
C -0.75 6.29 3.36
C -1.22 5.08 2.90
C -2.13 4.38 3.69
H -2.46 6.30 6.27
H -0.84 7.70 4.99
H -0.04 6.87 2.78
H -0.90 4.68 1.94
H -2.53 3.43 3.36
N -0.56 -5.05 2.46
C -1.54 -5.94 2.33
C -1.35 -7.21 1.81
C -0.08 -7.57 1.38
C 0.94 -6.65 1.50
C 0.65 -5.41 2.05
H -2.52 -5.62 2.67
H -2.18 -7.90 1.73
H 0.10 -8.55 0.96
H 1.95 -6.88 1.18
H 1.42 -4.65 2.16
*
```

Results of the Mulliken charge analysis, in e, for atoms 1 through 99: C -0.732; Si 0.465; C -0.756; C -1.267; P 0.956; C -0.484; C 0.058; O -0.449; I -0.194; O -0.590; C 0.016; Cl -0.236; C -0.349; S 1.416; C -0.951; O -0.642; O -0.795; O -0.403; H 0.481; H -0.249; H 0.280; H 0.403; H -0.154; H 0.353; H 0.260; H 0.301; H 0.458; H -0.525; H -0.153; H 0.437; H 0.185; H 0.263; H 0.488; H 0.357; H 0.262; H 0.361; N -0.352; C -0.095; C -0.711; C -0.150; C -0.771; C -0.313; H 0.470; H 0.371; H 0.375; H 0.409; H 0.645; N -0.584; C -0.349; C 0.011; C -0.459; C -0.308; C -0.263; H 0.420; H 0.542; H 0.410; H 0.358; H 0.332; N -0.086; C -0.104; C -0.630; C -0.279; C -0.414; C -0.439; H 0.423; H 0.403; H 0.363; H 0.376; H 0.381; N -0.522; C -0.313; C -0.145; C -0.501; C -0.285; C -0.303; H 0.498; H 0.566; H 0.407; H 0.359; H 0.332; N -0.576; C -0.283; C -0.267; C -0.585; C 0.323; C -0.271; H 0.339; H 0.355; H 0.395; H 0.074; H 0.511; N -0.273; C -0.387; C -0.367; C -0.440; C -0.133; C -0.078; H 0.359; H 0.373


No. 4
Density functional theory data (ωB97M-V with the def2-TZVPD basis set) for CCl4OS as an isolated structure.

For the HOMO energy, the calculation gives -0.353 hartree. For the HOMO-LUMO gap, the calculation gives 8.54 eV. The calculation puts the LUMO energy at -1.07 eV. As for the energy above the lowest of the compared OMol25 structures with the same formula, charge and spin: 300.83 kJ/mol.

The geometry in ORCA input format:
```
! wB97M-V def2-TZVPD RIJCOSX def2/J DEFGRID3
* xyz 0 1
C -1.68 0.23 -0.46
O 1.51 -1.73 -0.13
S 1.38 -0.34 -0.43
Cl -2.36 -1.07 0.35
Cl -2.55 1.62 -0.22
Cl 3.29 0.71 -0.17
Cl 0.41 0.59 1.06
*
```

Charge distribution, Mulliken scheme, values in e: C -0.010; O -0.356; S 0.699; Cl -0.001; Cl -0.037; Cl -0.244; Cl -0.050


No. 5
Density functional theory data (ωB97M-V with the def2-TZVPD basis set) for one molecule with the formula C4H8O2S.

For the HOMO energy, the calculation gives -0.334 hartree. For the HOMO-LUMO gap, the calculation gives 9.66 eV. As for the structure (SMILES): C[C@@]1(S)[C@H](O)[C@@H]1O. The calculation puts the LUMO energy at 0.56 eV. As for the energy above the lowest of the compared OMol25 structures with the same formula, charge and spin: 229.54 kJ/mol.

The geometry in ORCA input format:
```
! wB97M-V def2-TZVPD RIJCOSX def2/J DEFGRID3
* xyz 0 1
C -1.45 1.08 0.01
C -0.41 -0.06 0.00
S -1.00 -1.73 0.26
C 1.02 0.19 -0.69
O 1.74 -0.93 -1.09
C 0.90 0.26 0.76
O 1.53 -0.57 1.62
H -1.01 2.11 -0.07
H -2.01 1.06 1.02
H -2.32 0.94 -0.69
H -1.87 -1.88 -0.72
H 1.19 1.15 -1.25
H 1.11 -1.62 -1.23
H 0.73 1.31 1.10
H 1.84 -1.31 0.97
*
```

Charge distribution, Mulliken scheme, values in e: C -1.279; C 0.633; S -0.241; C -0.156; O -0.570; C -0.297; O -0.549; H 0.279; H 0.324; H 0.336; H 0.150; H 0.290; H 0.360; H 0.304; H 0.414


No. 6
Density functional theory data (ωB97M-V with the def2-TZVPD basis set) for C31H50BrN4P3Pb as an isolated structure.

For the HOMO energy, the calculation gives -0.483 hartree. For the HOMO-LUMO gap, the calculation gives 7.24 eV. The calculation puts the LUMO energy at -5.91 eV.

The geometry in ORCA input format:
```
! wB97M-V def2-TZVPD RIJCOSX def2/J DEFGRID3
* xyz 2 1
C 1.87 4.07 -1.05
C 0.83 3.62 -1.89
C 1.16 3.34 -3.23
C 2.50 3.45 -3.63
N 3.50 3.78 -2.81
C 3.17 4.14 -1.57
C -0.52 3.40 -1.38
C -1.60 3.15 -0.86
C -2.85 2.87 -0.17
C -3.15 1.57 0.32
C -4.30 1.29 1.05
C -5.21 2.33 1.25
C -4.99 3.63 0.74
C -3.80 3.90 0.04
Pb -0.12 -0.16 0.41
P 2.32 -0.56 -0.65
H 0.41 3.03 -3.95
H 1.69 4.35 -0.01
H 2.77 3.26 -4.66
H 3.99 4.52 -0.95
H -3.58 4.90 -0.34
H -2.45 0.76 0.10
H -5.73 4.42 0.89
H -4.48 0.29 1.43
C 2.89 -2.27 -0.30
C 4.02 -2.77 -1.19
H 2.00 -2.91 -0.43
H 3.16 -2.33 0.77
H 4.23 -3.82 -0.94
H 3.76 -2.73 -2.26
H 4.95 -2.22 -1.04
C 2.49 -0.31 -2.47
C 3.87 0.17 -2.93
H 1.74 0.45 -2.74
H 2.21 -1.24 -2.99
H 3.90 0.22 -4.03
H 4.10 1.18 -2.57
H 4.68 -0.51 -2.62
C 3.51 0.58 0.19
C 4.96 0.10 0.24
H 3.13 0.72 1.22
H 3.44 1.57 -0.29
H 5.57 0.84 0.78
H 5.06 -0.85 0.77
H 5.41 -0.01 -0.75
Br -6.82 1.94 2.19
P -1.54 -1.67 -1.60
C -0.60 -2.60 -2.89
C -1.26 -3.88 -3.42
H 0.37 -2.86 -2.43
H -0.39 -1.91 -3.72
H -0.55 -4.40 -4.07
H -1.54 -4.57 -2.61
H -2.17 -3.68 -4.01
C -2.65 -2.93 -0.80
C -4.00 -3.20 -1.47
H -2.83 -2.55 0.22
H -2.07 -3.87 -0.70
H -4.58 -3.87 -0.83
H -4.59 -2.28 -1.61
H -3.90 -3.68 -2.45
C -2.69 -0.57 -2.55
C -3.11 -1.06 -3.94
H -2.17 0.39 -2.64
H -3.59 -0.39 -1.94
H -3.71 -0.29 -4.43
H -2.25 -1.26 -4.59
H -3.72 -1.97 -3.91
C 1.15 -1.83 5.57
N 1.18 -0.45 5.02
C -0.04 0.28 5.46
N -1.29 -0.44 5.10
C -1.24 -1.82 5.66
N -0.06 -2.57 5.18
C -0.12 -2.86 3.73
P -0.14 -1.29 2.80
C 1.35 -0.45 3.56
C -1.56 -0.44 3.66
H 1.17 -1.74 6.66
H 2.04 -2.38 5.21
H -0.05 1.29 5.01
H 0.00 0.36 6.57
H -2.16 -2.35 5.37
H -1.17 -1.72 6.76
H 0.75 -3.45 3.39
H -1.02 -3.43 3.45
H 1.48 0.58 3.17
H 2.25 -1.03 3.26
H -2.47 -1.02 3.44
H -1.73 0.59 3.28
*
```

Charge distribution, Mulliken scheme, values in e: C -0.189; C 0.882; C -0.387; C -0.528; N -0.533; C -0.585; C -0.207; C -0.547; C 0.180; C 0.701; C -0.972; C -0.044; C -0.499; C -0.662; Pb 1.273; P 0.092; H 0.518; H 0.513; H 0.417; H 0.420; H 0.538; H -0.026; H 0.440; H 0.516; C -0.383; C -1.404; H 0.451; H 0.419; H 0.464; H 0.284; H 0.259; C -0.015; C -1.482; H 0.212; H 0.442; H 0.434; H 0.260; H 0.289; C 0.216; C -1.438; H 0.356; H -0.125; H 0.461; H 0.326; H 0.230; Br -0.143; P 0.560; C -0.326; C -1.375; H 0.233; H 0.504; H 0.436; H 0.287; H 0.244; C -0.579; C -1.303; H 0.281; H 0.531; H 0.438; H 0.286; H 0.228; C -0.603; C -1.374; H 0.434; H 0.429; H 0.423; H 0.325; H 0.240; C -0.901; N 0.061; C -0.898; N 0.100; C -0.881; N 0.191; C -1.038; P 0.748; C -0.798; C -0.801; H 0.300; H 0.376; H 0.356; H 0.294; H 0.373; H 0.310; H 0.419; H 0.437; H 0.451; H 0.326; H 0.337; H 0.495


Number 1: strongest force on any atom 4.02 eV/Å, E -923.005799 Ha. Number 2: strongest force on any atom 4.16 eV/Å, E -2169.415499 Ha. Number 3: strongest force on any atom 3.52 eV/Å, E -3968.443670 Ha. Number 4: strongest force on any atom 1.94 eV/Å, E -2352.172819 Ha. Number 5: strongest force on any atom 3.31 eV/Å, E -705.808191 Ha. Number 6: strongest force on any atom 2.06 eV/Å, E -5220.600047 Ha.